Formula: C20H43IrN2OP3S
Source: the OMol25 dataset
Level of theory: the ωB97M-V functional and the def2-TZVPD basis

- Lowest unoccupied orbital energy (alpha / beta): -8.028 / -12.249 eV
- Energy above the lowest of the compared OMol25 structures with the same formula, charge and spin: 0.0 kJ/mol
- DFT total energy: -2498.14774 Ha

```
! wB97M-V def2-TZVPD RIJCOSX def2/J DEFGRID3
* xyz 3 5
Ir 0.147 -0.471 0.413
S -1.172 1.465 1.274
P 1.402 -1.823 -1.062
P -1.598 -2.002 0.865
P 1.347 -1.086 2.166
O -0.941 0.406 -1.181
N -1.865 1.593 3.889
N 0.088 2.493 3.437
C -0.150 2.872 4.825
C 0.576 -0.850 3.808
C -2.169 -2.604 -0.755
C -1.412 2.085 5.183
C 0.856 2.842 -3.189
C -1.435 1.207 -3.335
C 2.870 -0.089 2.302
C -0.652 1.257 -2.132
C -1.752 4.006 -6.782
C -3.046 -1.204 1.619
C 1.570 -3.646 -0.873
C -0.584 4.615 -6.550
C -1.328 -3.487 1.885
C 0.436 2.169 -2.055
C 3.115 -1.176 -1.079
C 0.162 2.679 -4.386
C 0.844 -1.695 -2.796
C 1.970 -2.797 2.389
C -0.968 1.829 2.916
C -1.007 1.914 -4.445
H 1.677 -4.092 -1.873
H 1.220 0.756 0.239
H 0.771 2.926 2.825
H -0.319 3.952 4.911
H 3.517 -0.239 1.429
H -2.310 0.559 -3.338
H 3.085 -0.083 -0.985
H -2.701 1.035 3.727
H 3.061 -2.787 2.518
H 1.167 -0.738 -3.227
H 1.051 -1.522 4.539
H -1.416 -3.244 -1.230
H -1.589 1.903 -5.365
H -3.907 -1.878 1.507
H 0.944 2.278 -1.096
H 3.424 -0.373 3.208
H 2.469 -3.893 -0.295
H -2.695 4.403 -6.395
H 0.702 2.601 5.459
H 1.280 -2.520 -3.378
H -0.543 -4.127 1.468
H -3.089 -3.185 -0.603
H -1.178 1.255 5.864
H -3.259 -0.246 1.126
H -2.869 -1.023 2.687
H -2.269 -4.056 1.906
H 1.737 -3.444 1.540
H -0.498 -1.072 3.799
H 0.717 0.181 4.150
H 1.719 3.501 -3.142
H -1.811 3.116 -7.417
H -0.501 5.510 -5.925
H 2.616 0.977 2.359
H 0.507 3.207 -5.268
H -1.067 -3.211 2.913
H 3.596 -1.438 -2.032
H 3.700 -1.600 -0.252
H 0.346 4.230 -6.988
H -0.251 -1.756 -2.849
H -2.172 2.718 5.651
H 0.684 -4.088 -0.397
H -2.375 -1.742 -1.403
H 1.526 -3.256 3.283
*
```